H3NOPS as an isolated structure in a non-equilibrium geometry, computed with wB97M-V/def2-TZVPD.

As for the net charge: -1. The calculation puts the LUMO energy at 4.2 eV. As for the highest occupied orbital energy: -0.0770 Eh. As for the electronic energy: -871.26530 Ha. As for the spin multiplicity: 1. The value obtained for the orbital gap is 6.34 eV.

```
7
Properties=species:S:1:pos:R:3:forces:R:3
N -1.6023 -0.9672 -0.0989 -0.378 -0.085 2.347
O -0.0847 -0.8425 -0.0432 -1.739 -0.043 -0.713
P 0.2570 0.7545 -0.2030 -1.429 1.578 1.362
S -2.4962 0.5330 0.0600 0.290 -0.362 -0.146
H -1.8897 -1.4231 -0.9265 0.608 -0.269 -1.457
H 1.5279 0.4179 -0.0978 3.059 -0.700 -0.149
H 0.3991 1.1692 1.2509 -0.410 -0.119 -1.244
```
Positions in Å, forces in eV/Å.

---

One molecule with the formula H3NOS in a non-equilibrium geometry, computed with wB97M-V/def2-TZVPD.

The calculation puts the LUMO energy at 0.8 eV. As for the highest occupied orbital energy: -0.3192 Eh. As for the electronic energy: -529.93638 Ha. Its SMILES is NSO. As for the spin multiplicity: 1. The value obtained for the orbital gap is 9.47 eV.

```
6
Properties=species:S:1:pos:R:3:forces:R:3
N -0.0276 -0.8587 0.3266 4.689 -1.015 0.188
S -0.0183 0.7631 0.7189 -0.059 -0.420 -0.035
O -0.3606 1.6283 -0.6759 -0.937 -0.437 0.979
H -0.7597 -1.4804 0.4900 -1.887 -0.432 0.418
H 0.9179 -1.4630 0.5033 -2.822 2.486 -0.817
H 0.2483 1.4107 -1.3629 1.016 -0.181 -0.733
```
Positions in Å, forces in eV/Å.

---

H3NOS2 as an isolated structure in a non-equilibrium geometry, computed with wB97M-V/def2-TZVPD.

The calculation puts the LUMO energy (alpha / beta) at -1.3 / -1.3 eV. As for the highest occupied orbital energy (alpha / beta): -0.3353 / -0.3353 Eh. As for the electronic energy: -927.98048 Ha. As for the spin multiplicity: 1. The value obtained for the orbital gap (alpha / beta) is 7.85 / 7.85 eV.

```
7
Properties=species:S:1:pos:R:3:forces:R:3
N 2.0517 -0.2520 -0.1174 -0.790 0.405 -0.540
O 3.0888 -0.9412 -0.1572 -0.061 -2.039 0.206
S 2.3939 1.3482 0.0157 -0.524 1.063 -0.052
S 4.5876 -0.3512 0.0737 0.792 0.743 0.029
H 0.5051 -0.0675 2.2737 -0.314 0.680 -0.050
H 1.0559 1.6157 -0.1952 0.663 -0.152 0.262
H 0.2237 0.6373 2.1986 0.233 -0.700 0.144
```
Positions in Å, forces in eV/Å.